Entry 1:
An isolated molecule of C6H10NO3 at a distorted geometry. Source: the Open Molecules 2025 dataset; level of theory: ωB97M-V/def2-TZVPD.

Cartesian coordinates (Å):
C: -0.015 1.335 -0.573
C: 0.972 0.603 -1.375
C: 2.183 -0.001 -0.899
O: 3.038 -0.455 -1.661
C: -1.019 2.018 -1.512
C: 0.582 2.358 0.391
H: 0.773 0.483 -2.444
H: 2.352 -0.047 0.195
H: -1.822 2.495 -0.932
H: -0.519 2.806 -2.092
H: -1.468 1.300 -2.209
H: -0.216 2.829 0.982
H: 1.298 1.906 1.089
H: 1.082 3.162 -0.165
C: -0.848 0.057 0.357
H: -1.256 -0.653 -0.367
H: -0.105 -0.395 1.019
N: -1.951 0.561 1.178
O: -3.059 0.617 0.675
O: -1.699 0.938 2.309

Summary:
spin multiplicity = 2
frontier orbital gap (spin up / spin down) = 9.49 / 8.33 eV
ΔE to the lowest compared entry with this formula, charge and spin = 0.0000 eV
M = 144.15 g/mol
expectation value of S² = 0.768
E = -514.9299 Eh

***

Entry 2:
A structure of composition C22H28B2Ba2Br14O16 at a distorted geometry. Source: the Open Molecules 2025 dataset; level of theory: ωB97M-V/def2-TZVPD.

Cartesian coordinates (Å):
Ba: -0.242 -15.916 7.052
Ba: 9.113 -16.844 11.579
O: 1.205 -17.612 8.642
C: 2.172 -18.300 8.990
O: 3.051 -17.980 9.898
B: 4.195 -18.862 9.798
O: 3.733 -19.991 8.952
C: 2.528 -19.735 8.382
O: 1.889 -20.477 7.655
O: 4.812 -19.183 11.120
C: 6.045 -18.771 11.214
O: 6.837 -18.816 12.121
C: 6.429 -18.119 9.873
O: 5.278 -18.156 9.089
O: 7.438 -17.468 9.683
O: 0.735 -14.905 9.661
C: 1.865 -14.470 9.668
O: 2.507 -14.076 10.697
B: 3.965 -14.071 10.292
O: 3.928 -14.049 8.826
C: 2.740 -14.362 8.412
O: 2.330 -14.534 7.296
O: 4.612 -12.791 10.822
C: 5.670 -13.158 11.409
O: 6.510 -12.469 12.007
C: 5.811 -14.724 11.428
O: 4.715 -15.216 10.823
O: 6.814 -15.344 11.792
Br: -1.810 -14.023 13.746
C: -1.244 -14.844 12.018
C: -2.383 -15.634 11.429
Br: -1.863 -16.366 9.615
H: -0.454 -15.575 12.194
H: -0.874 -14.011 11.420
H: -3.301 -15.049 11.371
H: -2.681 -16.511 12.004
Br: 9.287 -14.276 13.634
C: 8.810 -13.115 15.166
C: 8.120 -11.856 14.758
Br: 7.893 -10.868 16.498
H: 9.724 -12.811 15.676
H: 8.244 -13.689 15.900
H: 7.132 -12.082 14.357
H: 8.692 -11.289 14.024
Br: 2.259 -17.228 5.437
C: 4.157 -16.890 5.968
C: 4.970 -18.214 5.830
Br: 4.652 -19.008 4.020
H: 4.111 -16.651 7.031
H: 4.525 -16.072 5.349
H: 4.767 -18.907 6.646
H: 6.024 -17.937 5.816
Br: 2.181 -9.639 13.241
C: 3.919 -8.602 13.107
C: 5.015 -9.689 13.103
Br: 6.896 -9.065 13.161
H: 3.921 -7.900 13.941
H: 4.024 -7.987 12.214
H: 4.913 -10.273 12.189
H: 4.942 -10.378 13.945
Br: 8.899 -9.327 9.403
C: 8.410 -11.332 9.444
C: 9.372 -12.091 10.289
Br: 9.192 -14.029 9.877
H: 8.495 -11.618 8.395
H: 7.392 -11.508 9.792
H: 9.162 -11.955 11.350
H: 10.410 -11.800 10.127
Br: -0.129 -10.463 8.874
C: 1.858 -10.651 8.494
C: 2.612 -9.477 9.062
Br: 4.673 -9.823 9.120
H: 2.067 -10.886 7.451
H: 2.114 -11.526 9.092
H: 2.242 -9.334 10.077
H: 2.314 -8.594 8.498
Br: 1.789 -15.890 14.492
C: 1.404 -14.184 15.258
C: 1.762 -13.040 14.293
Br: 3.646 -12.904 14.173
H: 1.924 -14.124 16.214
H: 0.378 -13.974 15.562
H: 1.492 -12.057 14.680
H: 1.476 -13.118 13.244

Summary:
spin multiplicity = 2
frontier orbital gap (spin up / spin down) = 8.21 / 2.67 eV
M = 1963.39 g/mol
net charge = +3
expectation value of S² = 0.756
E = -38195.4684 Eh

***

Entry 3:
A structure of composition C18H24KO5P2. Source: the Open Molecules 2025 dataset; level of theory: ωB97M-V/def2-TZVPD.

Cartesian coordinates (Å):
K: 1.247 -0.755 0.081
O: 4.813 0.174 -1.210
C: 4.101 0.012 -0.216
O: 3.696 -1.086 0.279
C: 3.708 1.318 0.556
C: 3.222 1.070 1.992
C: 3.504 2.306 2.859
C: 2.419 3.285 2.342
C: 1.712 2.419 1.288
O: 1.784 1.109 1.880
C: 2.584 2.304 0.027
C: 1.743 2.022 -1.261
O: 2.153 2.535 -2.302
O: 0.660 1.359 -1.115
H: 4.640 1.884 0.574
H: 3.527 0.111 2.397
H: 4.520 2.677 2.723
H: 3.360 2.079 3.917
H: 2.832 4.196 1.908
H: 1.727 3.566 3.137
H: 0.672 2.668 1.091
H: 3.062 3.259 -0.188
C: -3.075 -3.945 0.411
P: -1.546 -2.913 0.305
C: -0.408 -4.182 -0.397
C: -1.924 -1.897 -1.184
C: -2.104 -2.500 -2.430
C: -2.290 -1.741 -3.571
C: -2.281 -0.356 -3.477
C: -2.123 0.257 -2.248
C: -1.968 -0.492 -1.081
P: -1.731 0.306 0.559
C: -2.001 2.077 0.172
C: -3.395 -0.047 1.292
H: -3.312 -4.415 -0.545
H: -3.919 -3.326 0.716
H: -2.930 -4.721 1.164
H: -0.838 -4.795 -1.190
H: -0.101 -4.838 0.421
H: 0.497 -3.708 -0.783
H: -2.080 -3.580 -2.514
H: -2.412 -2.223 -4.533
H: -2.380 0.250 -4.369
H: -2.075 1.335 -2.204
H: -2.967 2.262 -0.305
H: -1.174 2.406 -0.455
H: -1.968 2.624 1.117
H: -4.204 0.227 0.611
H: -3.496 0.526 2.215
H: -3.482 -1.105 1.542

Summary:
spin multiplicity = 1
frontier orbital gap = 6.95 eV
ΔE to the lowest compared entry with this formula, charge and spin = 0.1063 eV
M = 421.43 g/mol
net charge = -1
E = -2359.2786 Eh

***

Entry 4:
A cluster of 2 separate species, C4H13N2S2 in total at a distorted geometry. Source: the Open Molecules 2025 dataset; level of theory: ωB97M-V/def2-TZVPD.

Cartesian coordinates (Å):
C: -0.294 0.452 -2.118
S: -1.526 0.303 -0.782
S: -1.046 1.998 0.287
C: -2.141 1.804 1.714
H: -0.784 0.930 -2.964
H: 0.548 1.070 -1.812
H: -0.008 -0.552 -2.415
H: -1.858 0.937 2.310
H: -2.005 2.715 2.292
H: -3.172 1.714 1.383
C: 2.283 -1.737 -0.292
C: 1.631 -1.788 0.875
N: 0.769 -0.698 1.346
N: 3.108 -2.769 -0.696
H: 2.223 -0.875 -0.940
H: 1.586 -2.680 1.481
H: 0.767 -0.689 2.367
H: 1.127 0.219 1.068
H: -0.225 -0.713 1.024
H: 2.796 -3.668 -0.373
H: 3.281 -2.782 -1.696

Summary:
spin multiplicity = 1
frontier orbital gap = 8.67 eV
ΔE to the lowest compared entry with this formula, charge and spin = 1.2978 eV
M = 153.30 g/mol
net charge = +1
E = -1065.8251 Eh

***

Entry 5:
A structure of composition C8H27BO7P2S2Si2 at a distorted geometry. Source: the Open Molecules 2025 dataset; level of theory: ωB97M-V/def2-TZVPD.

Cartesian coordinates (Å):
C: -1.252 -2.349 1.822
C: -1.943 -1.274 0.978
S: -2.229 0.275 1.861
C: -0.956 1.320 1.116
Si: 0.767 0.895 1.696
O: 0.749 0.131 3.134
O: 1.416 -0.094 0.529
Si: 3.047 -0.205 0.264
B: 3.331 -1.538 -1.245
O: 4.422 -2.352 -1.352
C: 2.196 -1.675 -2.311
C: 1.876 -3.136 -2.689
P: 4.131 -1.009 2.078
O: 3.812 -2.437 2.187
O: 5.701 -0.722 1.893
O: 3.795 -0.206 3.422
P: 1.908 2.830 1.977
S: 0.716 3.999 3.024
H: -1.444 -3.340 1.415
H: -1.628 -2.302 2.841
H: -0.176 -2.186 1.861
H: -1.362 -1.064 0.082
H: -2.913 -1.641 0.651
H: -1.183 2.368 1.300
H: -1.009 1.159 0.037
H: 1.193 0.615 3.837
H: 3.645 1.129 -0.048
H: 5.277 -1.933 -1.250
H: 2.498 -1.114 -3.202
H: 1.274 -1.208 -1.957
H: 1.315 -3.162 -3.621
H: 2.784 -3.722 -2.809
H: 1.275 -3.589 -1.904
H: 5.901 -0.311 1.047
H: 3.416 -0.855 4.031
H: 3.122 2.613 2.650
H: 2.280 3.387 0.740
C: -4.494 3.070 -1.446
C: -4.138 1.684 -1.960
C: -5.095 1.227 -3.051
O: -4.115 0.747 -0.885
H: -5.496 3.065 -1.007
H: -3.795 3.381 -0.669
H: -4.476 3.809 -2.248
H: -3.119 1.693 -2.353
H: -6.114 1.169 -2.659
H: -4.821 0.234 -3.409
H: -5.092 1.915 -3.897
H: -4.998 0.710 -0.502

Summary:
spin multiplicity = 1
frontier orbital gap = 7.72 eV
M = 428.36 g/mol
E = -2930.8783 Eh

***

Entry 6:
A cluster of 11 separate species, C31H88F3N11O13S in total at a distorted geometry. Source: the Open Molecules 2025 dataset; level of theory: ωB97M-V/def2-TZVPD.

Cartesian coordinates (Å):
O: -1.974 -3.790 -1.274
H: -1.386 -4.548 -1.244
H: -2.767 -3.958 -0.760
H: -1.605 -2.968 -0.944
C: 0.391 -0.150 0.783
F: 1.163 -1.088 0.325
F: -0.002 -0.379 1.991
F: 0.988 1.051 0.760
S: -1.202 0.005 -0.353
O: -1.589 -1.407 -0.507
O: -2.183 0.823 0.390
O: -0.790 0.544 -1.642
C: -4.067 -3.198 1.430
O: -3.854 -3.842 0.451
N: -4.699 -3.577 2.457
N: -3.578 -1.994 1.477
H: -5.186 -4.429 2.218
H: -4.917 -2.968 3.232
H: -3.006 -1.693 0.701
H: -3.553 -1.597 2.405
C: -4.583 3.103 1.044
O: -5.394 3.960 1.031
N: -4.851 1.939 1.442
N: -3.400 3.285 0.655
H: -4.114 1.284 1.225
H: -5.847 1.768 1.444
H: -2.753 2.513 0.582
H: -3.268 4.219 0.294
C: -0.450 7.814 -3.056
C: 0.589 6.831 -2.670
C: -0.095 5.886 -1.679
O: 0.852 4.889 -1.362
C: 0.303 3.731 -0.712
N: 1.182 6.117 -3.863
H: -0.603 8.468 -2.197
H: -1.368 7.275 -3.288
H: -0.157 8.388 -3.936
H: 1.480 7.200 -2.163
H: -0.961 5.418 -2.146
H: -0.289 6.306 -0.692
H: 0.957 3.029 -0.194
H: -0.387 3.183 -1.354
H: -0.247 4.065 0.168
H: 1.548 6.709 -4.595
H: 1.883 5.435 -3.612
C: 2.444 -2.284 3.170
C: 3.413 -2.292 4.352
C: 2.812 -1.892 5.738
O: 3.925 -1.685 6.625
C: 4.358 -0.348 6.795
N: 3.948 -3.607 4.482
H: 2.886 -2.320 2.174
H: 1.983 -1.300 3.246
H: 1.650 -3.029 3.225
H: 4.283 -1.645 4.239
H: 2.277 -2.698 6.239
H: 2.162 -1.019 5.787
H: 3.468 0.135 7.201
H: 4.830 0.256 6.020
H: 5.120 -0.420 7.571
H: 3.250 -4.306 4.697
H: 4.542 -3.538 5.295
C: 1.512 2.844 4.186
C: 0.220 3.610 4.304
C: -0.873 2.952 5.192
O: -1.323 1.661 4.812
C: -1.910 1.654 3.499
N: 0.531 4.992 4.660
H: 2.247 3.460 3.668
H: 1.391 1.875 3.701
H: 2.058 2.750 5.124
H: -0.277 3.818 3.357
H: -1.719 3.628 5.312
H: -0.467 2.825 6.196
H: -2.331 0.686 3.224
H: -1.184 1.882 2.719
H: -2.740 2.360 3.465
H: -0.382 5.412 4.559
H: 1.209 5.376 4.016
C: 1.831 -0.349 -4.574
C: 0.751 -1.291 -4.119
C: 1.079 -2.055 -2.797
O: 2.125 -3.062 -2.908
C: 1.730 -4.144 -3.808
N: -0.519 -0.545 -4.114
H: 2.794 -0.824 -4.393
H: 1.767 0.604 -4.049
H: 1.762 -0.136 -5.641
H: 0.677 -2.068 -4.879
H: 0.149 -2.538 -2.497
H: 1.436 -1.329 -2.067
H: 0.654 -4.317 -3.762
H: 2.142 -5.133 -3.607
H: 1.886 -3.743 -4.810
H: -0.605 0.192 -4.799
H: -0.588 -0.096 -3.212
C: -0.441 -4.844 1.219
C: 0.565 -5.331 0.175
C: 1.448 -6.444 0.723
O: 0.632 -7.639 1.022
C: 1.328 -8.835 1.099
N: -0.214 -5.706 -0.968
H: -1.291 -5.452 1.532
H: -0.831 -3.851 0.998
H: 0.095 -4.829 2.168
H: 1.279 -4.555 -0.101
H: 1.915 -6.161 1.667
H: 2.091 -6.744 -0.105
H: 0.742 -9.672 1.478
H: 2.142 -8.611 1.788
H: 1.743 -9.089 0.123
H: 0.414 -6.199 -1.586
H: -0.897 -6.343 -0.583
C: -4.738 -2.075 -2.361
C: -5.025 -0.767 -3.079
C: -3.918 0.258 -2.973
O: -4.281 1.361 -3.875
C: -3.340 2.436 -3.839
N: -5.164 -1.064 -4.487
H: -5.427 -2.231 -1.531
H: -3.751 -2.037 -1.899
H: -4.857 -2.900 -3.064
H: -5.978 -0.357 -2.745
H: -2.934 -0.126 -3.242
H: -3.933 0.736 -1.994
H: -3.580 3.265 -4.506
H: -2.378 2.107 -4.231
H: -3.132 2.876 -2.864
H: -4.268 -1.430 -4.774
H: -5.312 -0.257 -5.076
C: 4.503 3.911 -2.066
C: 3.573 2.901 -2.764
C: 3.292 1.695 -1.693
O: 4.370 0.880 -1.499
C: 4.292 0.122 -0.264
N: 2.335 3.576 -3.116
H: 4.819 4.656 -2.795
H: 5.389 3.404 -1.684
H: 4.150 4.509 -1.225
H: 3.967 2.506 -3.701
H: 2.533 1.010 -2.071
H: 2.989 2.247 -0.803
H: 5.264 -0.315 -0.033
H: 3.690 -0.758 -0.490
H: 3.981 0.673 0.624
H: 1.970 3.951 -2.252
H: 1.586 2.940 -3.350

Summary:
spin multiplicity = 1
frontier orbital gap = 8.31 eV
ΔE to the lowest compared entry with this formula, charge and spin = 0.4544 eV
M = 912.17 g/mol
E = -3511.9304 Eh

***

Entry 7:
An isolated molecule of CH2O2 at a distorted geometry. Source: the Open Molecules 2025 dataset; level of theory: ωB97M-V/def2-TZVPD.

Cartesian coordinates (Å):
O: -1.141 -0.262 -0.006
C: -0.122 0.398 0.015
O: 1.123 -0.092 -0.010
H: -0.132 1.510 -0.004
H: 1.000 -1.069 0.045

Summary:
spin multiplicity = 1
frontier orbital gap = 11.86 eV
ΔE to the lowest compared entry with this formula, charge and spin = 0.0037 eV
M = 46.02 g/mol
SMILES = O=CO
E = -189.7886 Eh

***

Entry 8:
A cluster of 2 separate species, C4H9FN2O2 in total at a distorted geometry. Source: the Open Molecules 2025 dataset; level of theory: ωB97M-V/def2-TZVPD.

Cartesian coordinates (Å):
C: 0.010 -1.147 -1.712
C: -0.678 0.115 -1.180
C: -0.431 0.408 0.115
C: -1.203 1.427 0.929
N: 0.351 -0.456 0.905
N: 1.538 -0.318 1.041
O: 2.208 -0.973 1.913
O: 2.206 0.670 0.378
H: -0.329 -1.956 -1.155
H: -0.125 -1.362 -2.817
H: 1.058 -1.003 -1.590
H: -1.241 0.770 -1.844
H: -1.523 2.330 0.291
H: -1.923 0.843 1.467
H: -0.718 1.846 1.829
H: 3.067 0.825 0.837
F: 1.369 -1.152 4.291
H: 1.657 -1.140 3.240

Summary:
spin multiplicity = 1
frontier orbital gap = 9.55 eV
ΔE to the lowest compared entry with this formula, charge and spin = 1.6446 eV
M = 136.13 g/mol
SMILES = C/C=C(C)\N=[N+](\[O-])O.F
E = -517.4905 Eh

***

> Which of these has the highest E?

CH2O2